No. 1
{
  "formula": "C25H56BN6O2PS",
  "method": "ωB97M-V with the def2-TZVPD basis set",
  "multiplicity": 1,
  "gap_ev": 7.3164,
  "lumo_energy_ha": -0.0249,
  "e_tot_ev": -60665.2660,
  "species": ["C", "P", "C", "B", "C", "C", "S", "C", "N", "N", "C", "O", "O", "C", "N", "H", "H", "H", "H", "H", "H", "H", "H", "H", "H", "H", "C", "C", "N", "C", "C", "C", "C", "H", "H", "H", "H", "H", "H", "H", "H", "H", "H", "H", "H", "H", "H", "H", "C", "C", "N", "C", "C", "C", "C", "H", "H", "H", "H", "H", "H", "H", "H", "H", "H", "H", "H", "H", "H", "H", "C", "C", "N", "C", "C", "C", "C", "H", "H", "H", "H", "H", "H", "H", "H", "H", "H", "H", "H", "H", "H", "H"],
  "xyz": [[-1.458, 0.144, -4.069], [-0.036, -0.622, -3.092], [0.313, 0.354, -1.499], [1.577, -0.452, -4.134], [2.219, 1.005, -4.355], [1.795, 1.717, -5.698], [2.268, 3.536, -5.590], [3.542, 3.606, -4.295], [3.268, 4.001, -3.024], [4.403, 3.917, -2.277], [5.349, 3.462, -3.141], [4.878, 3.254, -4.417], [2.154, -1.689, -4.647], [2.589, -2.319, -3.521], [2.789, -2.856, -2.526], [-1.544, 1.220, -3.760], [-1.235, 0.042, -5.172], [-2.386, -0.427, -3.782], [-0.133, 1.382, -1.652], [1.431, 0.502, -1.428], [-0.110, -0.169, -0.605], [3.344, 0.890, -4.268], [1.833, 1.653, -3.510], [0.686, 1.722, -5.856], [2.332, 1.330, -6.606], [6.386, 3.277, -2.765], [-5.061, -0.885, 0.984], [-4.197, -1.736, 0.062], [-2.900, -2.071, 0.630], [-1.967, -2.620, -0.347], [-2.320, -3.960, -0.992], [-2.920, -2.740, 1.923], [-3.690, -4.058, 2.034], [-4.530, 0.015, 1.302], [-5.966, -0.570, 0.457], [-5.378, -1.437, 1.872], [-4.039, -1.157, -0.853], [-4.762, -2.632, -0.229], [-0.973, -2.697, 0.107], [-1.848, -1.882, -1.149], [-2.171, -4.791, -0.301], [-1.660, -4.138, -1.846], [-3.346, -3.988, -1.361], [-3.335, -2.045, 2.661], [-1.892, -2.903, 2.260], [-4.675, -4.009, 1.564], [-3.847, -4.302, 3.088], [-3.137, -4.889, 1.596], [8.333, 2.730, 0.228], [8.416, 1.230, -0.023], [9.198, 0.881, -1.200], [9.034, -0.508, -1.612], [9.515, -1.597, -0.652], [10.563, 1.388, -1.236], [11.496, 1.010, -0.083], [7.966, 3.257, -0.656], [7.640, 2.930, 1.048], [9.300, 3.151, 0.510], [7.391, 0.872, -0.166], [8.794, 0.737, 0.883], [9.518, -0.653, -2.584], [7.968, -0.676, -1.805], [10.603, -1.672, -0.640], [9.136, -2.568, -0.983], [9.161, -1.440, 0.367], [10.521, 2.481, -1.289], [11.032, 1.094, -2.180], [11.024, 1.126, 0.894], [12.375, 1.659, -0.096], [11.859, -0.014, -0.174], [-9.601, 2.712, 4.983], [-9.484, 1.215, 4.728], [-8.666, 0.886, 3.570], [-8.795, -0.503, 3.147], [-8.318, -1.588, 4.115], [-7.310, 1.416, 3.570], [-6.401, 1.048, 4.745], [-9.954, 3.237, 4.093], [-10.318, 2.896, 5.787], [-8.648, 3.149, 5.291], [-10.498, 0.840, 4.557], [-9.120, 0.725, 5.641], [-8.283, -0.635, 2.188], [-9.852, -0.689, 2.927], [-7.229, -1.644, 4.153], [-8.671, -2.564, 3.770], [-8.700, -1.443, 5.126], [-7.370, 2.509, 3.521], [-6.811, 1.135, 2.638], [-6.900, 1.152, 5.710], [-5.533, 1.712, 4.757], [-6.019, 0.030, 4.659]],
  "atomic_forces_ev_per_a": [[0.37, 0.44, 0.27], [-0.66, -1.66, 1.00], [0.15, 1.05, -1.09], [-0.27, 1.29, -0.42], [0.18, -0.56, -0.12], [0.95, 0.01, 0.36], [1.12, -0.18, 0.76], [-0.91, 0.45, 2.31], [-0.03, -0.79, -2.83], [2.25, -1.29, -3.13], [-1.48, 0.85, 2.11], [-0.48, 0.47, 1.62], [1.20, 0.01, 2.55], [-1.68, 0.88, -2.50], [0.54, -0.13, 0.31], [-0.16, -0.87, -0.60], [-0.47, 0.16, 1.19], [0.97, 0.71, -0.48], [0.41, -0.97, 0.58], [-1.20, -0.30, 0.21], [0.43, 0.52, -0.89], [-1.08, 0.50, -0.27], [0.57, -0.70, -0.84], [0.99, -0.01, 0.16], [-0.69, 0.10, 1.00], [-1.00, 0.00, -1.22], [-0.07, -0.04, 0.08], [-0.05, 0.06, 0.16], [0.35, 0.09, -0.06], [-0.01, 0.12, -0.15], [0.21, -0.17, -0.08], [-0.23, 0.16, 0.26], [0.04, -0.21, 0.13], [0.04, -0.08, 0.02], [0.04, -0.05, 0.01], [0.01, 0.05, 0.00], [0.21, -0.15, -0.01], [-0.12, -0.01, -0.06], [-0.11, 0.01, 0.13], [-0.12, 0.01, 0.05], [-0.10, 0.01, -0.03], [-0.02, 0.05, 0.03], [-0.01, 0.01, 0.04], [-0.05, 0.03, -0.12], [0.03, 0.04, -0.25], [0.04, 0.03, -0.02], [0.01, 0.03, -0.04], [-0.11, 0.02, -0.06], [0.09, 0.00, 0.08], [0.03, 0.17, 0.00], [-0.10, -0.14, -0.35], [-0.21, -0.06, -0.05], [0.11, -0.21, -0.10], [0.05, 0.36, 0.08], [0.24, -0.05, 0.01], [0.07, -0.03, 0.01], [0.04, -0.03, -0.04], [-0.04, 0.02, -0.05], [0.13, -0.19, -0.12], [-0.04, 0.00, 0.12], [0.09, 0.15, 0.08], [-0.01, 0.13, 0.10], [-0.04, 0.03, 0.10], [-0.01, 0.05, 0.02], [0.01, 0.03, -0.01], [-0.11, -0.05, 0.06], [-0.20, -0.16, 0.01], [-0.03, -0.01, -0.05], [-0.05, -0.01, -0.01], [-0.07, 0.02, 0.11], [0.08, 0.03, 0.05], [0.03, 0.17, -0.01], [-0.05, -0.18, -0.31], [-0.20, -0.04, -0.06], [0.11, -0.22, -0.11], [0.05, 0.36, 0.08], [0.25, -0.05, 0.01], [0.07, -0.06, 0.00], [0.05, -0.04, -0.03], [-0.04, 0.02, -0.03], [0.14, -0.18, -0.13], [-0.04, 0.00, 0.12], [0.09, 0.15, 0.08], [-0.01, 0.13, 0.09], [-0.04, 0.03, 0.10], [-0.01, 0.05, 0.02], [0.02, 0.04, -0.01], [-0.12, -0.05, 0.06], [-0.20, -0.17, 0.00], [-0.03, -0.01, -0.05], [-0.05, -0.02, -0.01], [-0.07, 0.01, 0.10]],
  "mulliken_charge": [-1.073, 0.360, -0.925, 0.265, -0.315, -0.511, -0.163, 0.390, -0.274, -0.332, 0.136, -0.254, -0.489, 0.470, -0.419, 0.282, 0.299, 0.325, 0.319, 0.276, 0.275, 0.213, 0.193, 0.271, 0.408, 0.359, -1.228, -0.408, 0.285, -0.346, -1.306, -0.705, -1.015, 0.310, 0.501, 0.161, 0.365, 0.264, 0.470, -0.178, 0.286, 0.465, 0.281, 0.411, 0.364, 0.246, 0.386, 0.290, -1.261, -0.428, 0.177, -0.671, -0.977, -0.709, -0.956, 0.185, 0.427, 0.310, 0.446, 0.235, 0.360, 0.372, 0.217, 0.403, 0.276, 0.359, 0.364, 0.247, 0.373, 0.263, -1.417, -0.352, 0.116, -0.600, -0.971, -0.571, -0.942, 0.333, 0.434, 0.289, 0.444, 0.267, 0.267, 0.401, 0.135, 0.412, 0.311, 0.358, 0.221, 0.293, 0.397, 0.176]
}



No. 2
{
  "formula": "C17H16CuN2O5",
  "method": "ωB97M-V with the def2-TZVPD basis set",
  "multiplicity": 2,
  "gap_ev": [6.8279, 4.3601],
  "lumo_energy_ha": [-0.2924, -0.3802],
  "charge": 2,
  "e_tot_ev": -75723.6596,
  "e_above_lowest_kj_mol": 87.4,
  "species": ["Cu", "O", "C", "C", "O", "C", "O", "C", "O", "C", "H", "H", "C", "H", "H", "C", "N", "N", "C", "O", "C", "C", "C", "C", "C", "C", "C", "C", "C", "H", "H", "H", "H", "H", "H", "H", "H", "H", "H", "H", "H"],
  "xyz": [[1.991, 1.558, -0.790], [3.018, 0.309, -3.369], [2.950, 0.873, -2.370], [2.604, 2.631, 0.897], [2.280, 3.592, 1.540], [1.345, 3.107, -1.779], [0.631, 3.595, -2.535], [3.482, 1.650, 0.646], [4.494, 1.059, 0.897], [4.571, 3.216, -1.993], [5.323, 2.422, -1.944], [4.116, 3.402, -2.971], [4.419, 4.054, -0.969], [3.766, 4.933, -1.011], [5.071, 3.979, -0.088], [-2.459, -3.301, 0.991], [-1.240, -2.527, 0.832], [-1.215, -1.220, 0.497], [0.087, -0.822, 0.185], [0.387, 0.329, -0.219], [0.862, -1.999, 0.427], [0.016, -3.017, 0.792], [0.303, -4.435, 1.099], [-2.400, -0.449, 0.475], [-3.286, -0.508, 1.546], [-4.499, 0.167, 1.478], [-4.805, 0.908, 0.324], [-3.909, 0.976, -0.748], [-2.691, 0.301, -0.672], [-2.153, -4.346, 1.050], [-3.154, -3.200, 0.147], [-2.978, -3.062, 1.925], [1.924, -2.044, 0.301], [0.013, -4.727, 2.122], [-0.183, -5.135, 0.399], [1.391, -4.564, 1.010], [-3.013, -1.097, 2.431], [-5.188, 0.104, 2.321], [-5.762, 1.427, 0.265], [-4.144, 1.557, -1.648], [-1.965, 0.304, -1.488]],
  "atomic_forces_ev_per_a": [[0.47, 0.10, 0.36], [0.24, 1.98, 3.08], [-0.32, -2.81, -3.49], [1.01, 1.35, 1.83], [-0.56, -1.47, -1.51], [-3.58, 1.63, -2.91], [2.55, -1.09, 2.41], [1.48, 0.17, 1.34], [-1.41, -0.03, -0.94], [0.55, 0.20, -0.15], [-0.29, 0.20, -0.04], [-0.10, -0.15, 0.33], [0.35, 0.39, 0.16], [0.19, -0.36, -0.03], [-0.47, -0.08, -0.28], [-0.48, -0.75, 0.37], [-0.68, 1.72, -0.53], [-1.74, -0.27, 0.26], [0.93, 0.70, -0.39], [-0.90, -1.72, 0.61], [0.27, -0.36, -0.07], [1.41, -0.09, 0.00], [0.64, -0.55, 0.10], [-0.48, 0.42, -0.45], [-0.14, -0.21, 0.54], [0.31, -0.03, -0.21], [-0.04, -0.08, 0.08], [0.31, 0.01, 0.04], [0.01, 0.02, -0.09], [-0.02, 0.20, -0.05], [0.35, 0.35, 0.10], [0.19, -0.01, -0.29], [0.25, -0.17, -0.02], [0.05, 0.27, -0.35], [0.17, 0.36, 0.17], [-0.38, -0.15, 0.06], [-0.22, 0.50, -0.30], [0.17, 0.13, -0.34], [0.27, -0.12, -0.01], [0.03, -0.29, 0.46], [-0.39, 0.10, 0.16]],
  "mulliken_charge": [0.415, -0.184, 0.439, 0.493, -0.366, 0.359, -0.153, 0.487, -0.378, -0.656, 0.365, 0.418, -0.725, 0.338, 0.360, -0.821, 0.097, 0.471, 0.468, -0.757, -0.890, 0.845, -1.689, 0.503, -0.120, -0.835, -0.400, -0.774, -0.338, 0.340, 0.368, 0.350, 0.501, 0.403, 0.418, 0.362, 0.626, 0.415, 0.427, 0.398, 0.418]
}



No. 3
{
  "formula": "C25H42IN6Pd",
  "method": "ωB97M-V with the def2-TZVPD basis set",
  "multiplicity": 1,
  "gap_ev": 7.5955,
  "lumo_energy_ha": -0.0990,
  "charge": 1,
  "e_tot_ev": -47121.5716,
  "e_above_lowest_kj_mol": 6.5,
  "species": ["Pd", "C", "C", "C", "C", "C", "C", "C", "C", "C", "C", "C", "C", "C", "C", "C", "C", "C", "H", "H", "H", "H", "H", "H", "H", "H", "H", "H", "H", "H", "H", "H", "H", "H", "H", "H", "H", "H", "H", "H", "H", "H", "H", "H", "H", "H", "H", "I", "C", "C", "N", "N", "C", "H", "H", "H", "C", "C", "C", "C", "N", "C", "N", "N", "N", "H", "H", "H", "H", "H", "H", "H", "H", "H", "H"],
  "xyz": [[-0.176, -0.073, -0.160], [-0.574, -0.278, 1.909], [-1.427, -1.346, 1.378], [-2.365, -0.687, 0.564], [-2.114, 0.780, 0.723], [-1.140, 1.017, 1.685], [-0.659, 2.319, 2.273], [-0.588, 2.174, 3.800], [-1.637, 3.443, 1.926], [0.731, 2.678, 1.737], [-3.539, -1.125, -0.321], [-4.563, 0.020, -0.417], [-4.323, -2.318, 0.239], [-3.069, -1.445, -1.747], [-1.076, -2.808, 1.648], [-2.099, -3.450, 2.599], [0.277, -2.900, 2.372], [-0.909, -3.616, 0.356], [0.246, -0.457, 2.587], [-2.710, 1.535, 0.239], [-1.555, 1.891, 4.215], [-0.288, 3.118, 4.254], [0.141, 1.418, 4.096], [-2.649, 3.208, 2.255], [-1.660, 3.635, 0.852], [-1.330, 4.368, 2.416], [1.472, 1.928, 2.025], [1.052, 3.636, 2.147], [0.729, 2.750, 0.646], [-4.831, 0.407, 0.566], [-5.474, -0.350, -0.888], [-4.202, 0.845, -1.030], [-4.696, -2.111, 1.243], [-3.757, -3.239, 0.263], [-5.188, -2.492, -0.402], [-2.615, -0.572, -2.217], [-3.924, -1.747, -2.354], [-2.340, -2.258, -1.758], [-2.167, -2.881, 3.527], [-1.775, -4.461, 2.852], [-3.094, -3.517, 2.174], [0.252, -2.423, 3.351], [1.083, -2.460, 1.780], [0.521, -3.950, 2.532], [-1.825, -3.724, -0.211], [-0.552, -4.619, 0.597], [-0.168, -3.141, -0.296], [-1.400, 2.559, -5.610], [-0.713, 1.255, -4.183], [-0.116, 0.027, -4.377], [0.156, -0.471, -3.161], [-0.213, 0.370, -2.188], [-0.746, 1.424, -2.793], [0.137, -0.506, -5.275], [0.695, -1.288, -2.922], [-1.135, 2.246, -2.216], [5.920, -3.084, 0.076], [5.627, -2.211, 1.289], [4.562, -2.829, 2.187], [5.274, -0.775, 0.900], [3.952, -0.675, 0.286], [2.769, -0.402, 0.838], [1.857, -0.503, -0.099], [2.506, -0.832, -1.233], [3.752, -0.940, -1.008], [6.177, -4.093, 0.394], [6.754, -2.692, -0.506], [5.055, -3.154, -0.585], [6.549, -2.107, 1.871], [3.637, -3.016, 1.634], [4.329, -2.194, 3.045], [4.901, -3.788, 2.575], [5.976, -0.354, 0.182], [5.250, -0.128, 1.778], [2.611, -0.164, 1.874]],
  "atomic_forces_ev_per_a": [[-0.24, 0.18, 0.62], [-0.03, -0.02, 0.14], [-0.18, 0.15, -0.32], [0.15, -0.07, 0.14], [0.21, -0.15, 0.17], [-0.07, -0.13, -0.32], [-0.10, 0.12, 0.03], [0.03, 0.02, -0.01], [0.07, 0.01, -0.06], [0.05, 0.04, -0.02], [-0.08, -0.02, 0.00], [0.02, 0.05, -0.07], [0.01, 0.05, 0.02], [0.03, -0.11, 0.03], [0.03, -0.04, 0.05], [0.02, -0.05, -0.05], [0.05, 0.00, -0.01], [0.04, -0.02, 0.00], [-0.03, 0.00, 0.03], [0.02, 0.03, 0.01], [-0.04, 0.00, 0.00], [0.01, 0.02, 0.00], [0.01, -0.03, 0.01], [-0.02, -0.02, 0.03], [-0.01, -0.01, -0.03], [0.01, 0.01, 0.00], [-0.03, 0.01, 0.01], [0.05, 0.02, 0.01], [-0.03, 0.01, 0.06], [-0.02, -0.01, 0.04], [0.01, 0.00, -0.02], [0.01, 0.05, -0.01], [0.03, 0.01, 0.03], [0.16, -0.13, -0.01], [0.01, -0.01, 0.01], [-0.02, 0.01, 0.02], [-0.02, -0.01, -0.03], [0.00, 0.01, 0.00], [0.01, 0.04, 0.01], [0.00, -0.02, 0.00], [-0.06, 0.02, -0.04], [0.01, 0.01, 0.04], [-0.01, -0.01, 0.00], [0.00, -0.01, -0.01], [-0.19, 0.03, -0.04], [-0.02, -0.03, -0.01], [-0.03, -0.02, 0.07], [-0.02, 0.03, -0.04], [0.05, -0.10, 0.06], [-0.03, 0.09, -0.04], [0.03, 0.01, 0.08], [0.03, 0.08, -0.19], [-0.04, -0.04, -0.04], [0.00, -0.01, -0.04], [0.01, 0.02, 0.00], [-0.01, 0.02, 0.00], [-0.05, -0.03, -0.04], [0.17, 0.04, 0.11], [-0.03, 0.03, -0.02], [-0.02, 0.07, 0.06], [-0.34, 0.09, -0.04], [0.15, -0.13, 0.06], [0.09, 0.17, -0.21], [-0.20, -0.13, -0.16], [0.34, -0.05, -0.09], [0.02, -0.03, 0.01], [0.01, 0.03, -0.02], [0.00, -0.02, 0.01], [-0.02, -0.05, -0.01], [-0.02, -0.01, 0.00], [0.00, 0.03, 0.02], [0.02, -0.03, -0.01], [0.04, -0.07, 0.02], [0.01, -0.02, -0.02], [-0.01, 0.05, 0.03]],
  "mulliken_charge": [1.266, -1.327, 0.576, 0.255, -0.074, 0.513, 1.663, -1.665, -1.946, -1.510, 1.704, -2.041, -1.977, -1.577, 1.853, -1.716, -2.182, -1.537, 0.895, 0.568, 0.385, 0.434, 0.299, 0.407, 0.309, 0.439, 0.137, 0.525, 0.213, 0.405, 0.460, 0.360, 0.368, 0.255, 0.561, 0.162, 0.527, 0.136, 0.373, 0.477, 0.226, 0.323, 0.150, 0.577, 0.178, 0.508, 0.138, 0.169, -0.847, -0.085, 0.075, 0.099, -0.556, 0.477, 0.168, 0.599, -1.454, 0.821, -1.408, -1.199, 0.706, -0.653, 0.509, -0.356, -0.804, 0.405, 0.393, 0.293, 0.305, 0.250, 0.326, 0.472, 0.387, 0.376, 0.458]
}